Molecular formula: C43H48BrF5I2N4OTeTi
Method: DFT, the ωB97M-V functional and the def2-TZVPD basis

```
106
Properties=species:S:1:pos:R:3:mulliken_charge:R:1
Ti -0.391 0.374 -0.456 0.552
C -1.051 -2.478 3.486 -1.546
C -2.008 -2.233 2.336 0.076
C -1.417 -2.517 0.961 -0.145
C -2.868 -0.929 2.527 0.201
C -4.101 -1.025 3.213 -0.959
C -4.938 0.086 3.332 -1.403
C -4.584 1.277 2.685 -0.440
C -3.336 1.421 2.017 -0.094
C -2.887 2.768 1.420 2.580
C -2.119 3.465 2.545 -1.417
C -3.963 3.597 0.821 -2.132
C -2.502 0.300 1.993 -0.320
N -1.119 0.460 1.527 1.815
C -0.377 0.713 2.556 -0.999
C 1.021 0.951 2.640 0.420
C 1.447 1.224 3.975 -1.073
C 2.767 1.193 4.304 -0.906
C 3.709 1.151 3.219 -0.633
C 3.306 0.901 1.917 -0.895
C 1.934 0.671 1.621 0.899
N 1.491 0.289 0.300 1.526
C 2.525 -0.402 -0.417 -0.640
C 2.853 -1.688 -0.015 0.812
C 3.925 -2.291 -0.659 -0.752
C 4.711 -1.676 -1.590 -1.474
C 4.307 -0.367 -2.056 -0.654
C 3.238 0.306 -1.406 1.134
C 2.799 1.659 -1.814 1.728
C 3.031 1.913 -3.311 -2.024
C 3.449 2.717 -0.964 -1.300
C 2.230 -2.500 1.175 3.012
C 3.151 -2.524 2.434 -1.768
C 1.677 -3.902 0.824 -1.136
H -0.945 -3.551 3.539 0.510
H -1.502 -2.167 4.479 0.297
H -0.106 -2.038 3.447 0.114
H -2.732 -3.008 2.533 0.957
H -0.580 -1.865 0.728 -0.914
H -2.127 -2.348 0.177 0.432
H -1.037 -3.552 0.912 0.445
H -4.453 -1.958 3.519 0.587
H -5.860 0.026 3.844 0.480
H -5.261 2.146 2.754 0.419
H -2.164 2.532 0.645 -1.410
H -2.847 3.608 3.420 0.412
H -1.663 4.462 2.241 0.330
H -1.343 2.907 2.988 0.376
H -4.363 4.300 1.546 0.477
H -4.681 3.047 0.244 0.414
H -3.416 4.303 0.175 0.436
H -0.845 0.886 3.562 0.188
H 0.725 1.403 4.787 0.418
H 2.965 1.264 5.416 0.343
H 4.795 1.418 3.340 0.372
H 4.133 0.856 1.184 0.194
H 4.306 -3.230 -0.286 0.429
H 5.592 -2.106 -2.041 0.449
H 4.936 0.206 -2.725 0.350
H 1.763 1.748 -1.609 -0.950
H 4.093 1.874 -3.535 0.606
H 2.704 2.939 -3.607 0.308
H 2.533 1.177 -3.907 0.381
H 4.554 2.550 -1.027 0.263
H 3.093 2.675 0.112 0.095
H 3.165 3.734 -1.209 0.503
H 1.431 -1.856 1.527 -2.094
H 3.834 -3.391 2.369 0.419
H 2.471 -2.783 3.218 0.498
H 3.666 -1.628 2.572 0.331
H 1.134 -4.300 1.648 0.455
H 2.433 -4.665 0.510 0.376
H 0.981 -3.892 -0.055 -0.037
Br 0.177 -5.503 -5.088 -0.102
C 0.233 -3.772 -4.283 -0.522
C 0.595 -2.659 -5.033 -0.983
C 0.426 -1.385 -4.508 -0.579
C 0.114 -1.203 -3.180 -0.217
C -0.140 -2.283 -2.392 1.573
C -0.070 -3.612 -2.912 -1.063
N 0.121 0.098 -2.593 2.102
C -0.189 1.181 -3.259 -0.771
C -0.338 2.501 -2.527 0.587
C -0.664 3.619 -3.250 -1.402
C -0.933 4.763 -2.462 -0.734
C -0.842 4.754 -1.065 -1.165
C -0.426 3.612 -0.448 -0.787
N -0.336 2.465 -1.190 1.673
H 1.087 -2.842 -5.976 0.427
H 0.764 -0.550 -5.135 0.365
H -0.424 -2.187 -1.339 -0.706
H -0.385 -4.420 -2.324 0.587
H -0.569 1.222 -4.312 0.381
H -0.835 3.626 -4.287 0.675
H -1.202 5.660 -3.002 0.501
H -1.063 5.632 -0.544 0.700
H -0.279 3.635 0.611 0.778
I -2.738 -5.615 -3.061 0.019
I -2.135 -6.434 -0.460 -0.031
F -4.862 -1.439 -3.036 -0.333
Te -3.570 -0.655 -1.991 1.959
F -4.212 0.949 -2.595 -0.409
F -2.684 -0.617 -3.649 -0.412
F -3.125 -2.477 -1.756 -0.349
F -4.630 -0.617 -0.523 -0.439
O -2.160 -0.080 -1.006 -0.627
```

Output
HOMO level (alpha / beta)	-10.74 / -10.77	eV
ΔE to the lowest compared entry with this formula, charge and spin	15.7	kcal per mole
Kohn-Sham gap (alpha / beta)	6.570 / 6.544	eV
2S+1	2
calculated total energy	-6747.70812	hartree
total charge	+1